The following is a quantum chemistry calculation of a molecular structure, C36H53AlF5N3OSSi2Te, from OMol25.

The geometry in XYZ format:
```
103
C36H53AlF5N3OSSi2Te (wB97M-V/def2-TZVPD)
Al -1.521 0.309 1.388
C -0.627 3.435 3.672
Si -1.251 1.836 4.408
C 0.179 1.390 5.594
C -2.815 2.317 5.370
N -1.605 0.566 3.263
C -2.063 -0.646 3.816
C -2.108 -0.920 5.183
C -2.505 -2.154 5.688
C -2.853 -3.160 4.810
C -2.836 -2.905 3.445
C -2.483 -1.661 2.917
N -2.497 -1.335 1.559
Si -3.009 -2.571 0.438
C -1.778 -4.022 0.392
C -4.765 -3.179 0.858
C -3.232 -2.149 -1.386
H -0.291 4.093 4.478
H -1.420 3.951 3.140
H 0.210 3.289 2.991
H 0.295 2.191 6.328
H 1.115 1.330 5.033
H 0.064 0.452 6.140
H -2.631 3.212 5.971
H -3.191 1.537 6.032
H -3.609 2.552 4.657
H -1.819 -0.159 5.892
H -2.526 -2.314 6.759
H -3.143 -4.139 5.172
H -3.104 -3.706 2.772
H -1.673 -4.544 1.344
H -0.791 -3.644 0.118
H -2.078 -4.754 -0.364
H -4.869 -3.613 1.853
H -5.073 -3.933 0.128
H -5.471 -2.347 0.790
H -2.327 -1.770 -1.849
H -4.028 -1.424 -1.557
H -3.510 -3.070 -1.906
C 2.324 -0.908 1.200
S 0.688 -1.290 1.884
C 1.170 -1.319 3.629
H 2.715 0.010 1.636
H 2.195 -0.790 0.129
H 2.997 -1.743 1.391
H 1.868 -2.140 3.788
H 0.266 -1.482 4.209
H 1.625 -0.371 3.909
C -3.409 0.951 -0.922
C -1.980 0.636 -1.311
O -1.690 0.650 -2.543
N -1.054 0.319 -0.409
Te 0.482 -0.477 -2.098
C 2.341 -1.558 -2.842
C 2.106 -2.773 -3.512
C 0.731 -3.253 -3.937
C 3.168 -3.602 -3.868
C 4.482 -3.278 -3.580
C 5.623 -4.195 -3.930
C 4.718 -2.073 -2.931
C 3.681 -1.227 -2.557
C 4.062 0.032 -1.819
C 1.095 1.443 -2.779
C 0.980 1.720 -4.143
C 0.508 0.706 -5.155
C 1.307 2.995 -4.597
C 1.707 3.997 -3.730
C 2.022 5.385 -4.219
C 1.799 3.700 -2.376
C 1.511 2.437 -1.881
C 1.714 2.183 -0.412
H -4.072 0.716 -1.752
H -3.489 2.021 -0.707
H -3.707 0.384 -0.035
H -0.069 -2.612 -3.582
H 0.552 -4.264 -3.564
H 0.675 -3.293 -5.027
H 2.952 -4.532 -4.387
H 5.294 -5.012 -4.571
H 6.054 -4.627 -3.024
H 6.416 -3.647 -4.443
H 5.740 -1.786 -2.700
H 4.967 0.469 -2.244
H 4.268 -0.191 -0.768
H 3.272 0.769 -1.880
H -0.007 -0.121 -4.670
H 1.349 0.300 -5.723
H -0.188 1.172 -5.854
H 1.214 3.211 -5.656
H 1.962 5.444 -5.306
H 3.025 5.684 -3.910
H 1.318 6.104 -3.797
H 2.087 4.482 -1.681
H 1.745 3.125 0.132
H 2.662 1.663 -0.241
H 0.905 1.581 -0.009
F -1.196 3.249 -0.878
C -1.973 3.602 0.215
F -1.657 2.441 1.172
C -1.225 4.819 0.727
F -1.897 5.444 1.721
F 0.060 4.682 1.179
F -1.151 5.699 -0.298
```

As for the charge: -1. The energy is -3630.24515 Eh. Its multiplicity is 2. As for the expectation value of S²: 0.757. The value obtained for the LUMO energy (spin up / spin down) is 2.1 / 0.9 eV. The calculation puts the frontier orbital gap (spin up / spin down) at 0.2469 / 0.2023 Eh.